No. 1
Molecular formula: C34H84N4O4
Method: DFT, the ωB97M-V functional and the def2-TZVPD basis

Each line ends with the Löwdin charge.
CARTESIAN COORDINATES (ANGSTROEM)
C1 -0.3510 3.4121 1.7981  -0.08
C2 0.6466 2.3313 1.2486  -0.22
N1 0.3052 0.9685 1.6127  -0.14
C3 -1.0482 0.6001 1.0309  -0.16
C4 -0.9167 -0.0754 -0.3524  -0.09
C5 1.4493 0.1476 1.2537  -0.16
C6 1.4171 -1.3005 1.8057  -0.08
H1 -1.1322 3.6641 1.0809  0.04
H2 0.2363 4.3017 2.0258  0.11
H3 -0.7922 3.1649 2.7636  0.05
H4 0.7130 2.5274 0.1784  0.00
H5 1.5256 2.5438 1.8571  0.13
H6 -1.5812 -0.0214 1.7504  0.12
H7 -1.6693 1.4949 0.9909  0.06
H8 -0.5511 -1.1023 -0.3474  0.05
H9 -1.9399 -0.1758 -0.7142  0.09
H10 -0.3706 0.4877 -1.1093  0.06
H11 2.3262 0.5220 1.7819  0.13
H12 1.6445 0.2250 0.1841  0.11
H13 0.6746 -1.9505 1.3429  0.03
H14 1.3672 -1.2741 2.8943  0.10
H15 2.3346 -1.8885 1.7797  0.06
C7 2.9998 -2.4339 0.1285  -0.27
C8 3.2408 -3.7584 -0.5444  -0.17
N2 4.6939 -3.9242 -0.8455  -0.16
C9 5.0383 -3.2282 -2.0686  -0.25
C10 6.4311 -2.6622 -2.2145  -0.08
C11 5.1524 -5.3114 -0.7763  -0.27
C12 4.9581 -6.0634 0.4943  -0.10
H16 1.9263 -2.3730 0.3074  0.02
H17 3.3119 -1.6118 -0.5155  0.12
H18 3.6420 -2.3998 1.0086  0.11
H19 2.8426 -4.6148 -0.0002  0.14
H20 2.6781 -3.7344 -1.4776  0.10
H21 4.8408 -4.0357 -2.7735  0.12
H22 4.3601 -2.4109 -2.3140  0.12
H23 6.4551 -2.2372 -3.2180  0.07
H24 6.7278 -1.9743 -1.4228  0.08
H25 7.1703 -3.4584 -2.3017  0.06
H26 6.2320 -5.2798 -0.9237  0.11
H27 4.6949 -5.8994 -1.5720  0.11
H28 5.3367 -5.4286 1.2955  0.08
H29 5.4222 -7.0480 0.5506  0.08
H30 3.9183 -6.3345 0.6771  0.06
C13 1.8349 -2.1286 -1.1923  -0.26
C14 1.1463 -1.5707 -2.3964  -0.16
N3 -0.3186 -1.5023 -2.4252  -0.20
C15 -0.7762 -0.7152 -3.5100  -0.23
C16 -2.3156 -0.4159 -3.2933  -0.05
C17 -0.9034 -2.8242 -2.2818  -0.25
C18 -0.7019 -3.7748 -3.4870  -0.05
H31 2.9117 -1.9598 -1.1822  0.03
H32 1.7257 -3.2122 -1.2360  0.08
H33 1.3690 -1.7394 -0.2870  0.06
H34 1.4790 -0.5508 -2.5892  0.10
H35 1.5462 -2.0262 -3.3024  0.12
H36 -0.1808 0.1973 -3.5407  0.08
H37 -0.5815 -1.0957 -4.5127  0.11
H38 -2.6512 0.3902 -3.9457  0.03
H39 -3.0108 -1.2504 -3.3857  0.09
H40 -2.3299 0.1005 -2.3335  0.03
H41 -1.9744 -2.6748 -2.1453  0.10
H42 -0.4844 -3.1940 -1.3459  0.02
H43 -1.3561 -4.6383 -3.3670  0.07
H44 0.3403 -4.0765 -3.5912  0.06
H45 -1.0776 -3.1455 -4.2938  0.06
C19 -1.9951 2.4673 -4.3607  -0.05
C20 -1.4118 2.1265 -2.9500  -0.23
N4 -0.9246 3.3377 -2.1905  -0.10
C21 -2.0328 4.2951 -1.7553  -0.21
C22 -1.3911 5.5121 -1.1603  -0.10
C23 -0.1379 2.9244 -1.0719  -0.32
C24 1.1266 2.1856 -1.5229  -0.07
H46 -2.5362 1.6145 -4.7707  0.05
H47 -1.2111 2.8266 -5.0273  0.08
H48 -2.6417 3.3405 -4.2741  0.06
H49 -2.1355 1.4994 -2.4293  0.07
H50 -0.5704 1.4448 -3.0745  0.05
H51 -2.6314 3.8798 -0.9446  0.06
H52 -2.6840 4.6739 -2.5430  0.11
H53 -0.4526 5.8187 -1.6222  0.08
H54 -1.1501 5.3031 -0.1181  0.05
H55 -2.0023 6.4117 -1.2333  0.08
H56 0.2917 3.8338 -0.6515  0.12
H57 -0.7341 2.3684 -0.3483  0.09
H58 0.9217 1.1585 -1.8247  0.04
H59 1.5838 2.6314 -2.4063  0.10
H60 1.9435 2.2448 -0.8036  0.09
C25 -0.8952 0.5491 4.2618  -0.16
O1 -1.5502 1.0881 3.1976  -0.22
H61 -0.7585 -0.4893 3.9598  0.08
H62 0.0478 1.0801 4.3917  0.09
H63 -1.5571 0.7124 5.1122  0.09
H64 -0.8800 1.2035 2.5201  -0.04
C26 -3.3399 2.7408 1.0503  -0.12
O2 -3.7639 2.7370 -0.3468  -0.11
H65 -4.1368 2.9119 1.7740  0.11
H66 -2.9269 1.7720 1.3316  0.07
H67 -2.5555 3.4809 1.2085  0.04
H68 -4.7148 2.8678 -0.3342  0.09
C27 -2.5549 -2.8235 1.4822  -0.11
C28 -1.4939 -3.7244 2.0302  -0.15
C29 -0.3517 -3.7460 1.0678  -0.19
O3 -0.8918 -3.2096 -0.0894  -0.15
C30 -1.8202 -2.2752 0.2693  -0.26
H69 -2.7569 -1.9581 2.1133  0.11
H70 -3.4904 -3.2907 1.1745  0.12
H71 -1.8429 -4.7515 2.1372  0.12
H72 -1.1914 -3.4001 3.0259  0.12
H73 0.0609 -4.7543 1.0357  0.14
H74 0.4574 -3.1398 1.4751  0.07
H75 -2.5253 -1.9644 -0.5017  0.14
H76 -1.1988 -1.4197 0.5342  0.03
C31 -2.3583 4.1655 3.3493  -0.22
C32 -2.2134 3.5071 4.7024  -0.18
C33 -2.3358 4.6103 5.6752  -0.16
O4 -3.2402 5.4454 4.9282  -0.12
C34 -3.1856 5.3544 3.5811  -0.23
H77 -2.7391 3.3933 2.6809  0.05
H78 -1.3371 4.2933 2.9901  0.06
H79 -1.3100 2.9195 4.8655  0.10
H80 -2.9649 2.7560 4.9457  0.12
H81 -1.3888 5.1327 5.8111  0.12
H82 -2.7663 4.2889 6.6236  0.13
H83 -2.6354 6.2210 3.2144  0.13
H84 -4.1710 5.2438 3.1285  0.13

Calculated values
LUMO level	0.5	eV
net charge	0
orbital gap	7.88	eV

No. 2
Molecular formula: C34H85GeO7P4PtSi2Te2
Method: DFT, the ωB97M-V functional and the def2-TZVPD basis

Each line ends with the Löwdin charge.
CARTESIAN COORDINATES (ANGSTROEM)
Pt1 -0.5868 -0.6107 1.4351  0.69
C1 -1.0099 0.3798 4.9794  -0.20
P1 -1.3407 0.7445 3.2251  0.81
C2 -1.0507 2.5378 3.1291  -0.19
C3 -3.1739 0.5708 3.0791  -0.37
C4 -3.5827 -0.8912 2.9363  -0.36
P2 -2.7818 -1.6595 1.4574  0.87
C5 -3.8157 -1.0687 0.0719  -0.22
C6 -3.2283 -3.4230 1.5975  -0.19
H1 -1.6040 1.0547 5.5982  0.08
H2 0.0431 0.5469 5.1905  0.05
H3 -1.2576 -0.6469 5.2341  0.05
H4 -1.7376 3.0574 3.7988  0.08
H5 -1.1899 2.8953 2.1111  0.02
H6 -0.0261 2.7500 3.4335  0.06
H7 -3.4834 1.1353 2.1974  0.06
H8 -3.6498 1.0121 3.9557  0.11
H9 -4.6678 -0.9848 2.8411  0.11
H10 -3.2738 -1.4542 3.8216  0.09
H11 -4.8654 -1.2021 0.3182  0.07
H12 -3.5735 -1.6432 -0.8193  0.04
H13 -3.6111 -0.0148 -0.1086  0.00
H14 -4.2981 -3.5479 1.4382  0.07
H15 -2.9766 -3.7945 2.5883  0.05
H16 -2.6839 -4.0033 0.8544  0.04
C7 4.5520 2.6951 0.3845  -0.10
C8 4.8761 2.4696 -1.0832  -0.25
C9 4.7677 1.0115 -1.5251  -0.26
C10 3.3481 0.4461 -1.5583  -0.28
Ge1 2.4139 0.1992 0.2140  1.03
C11 3.1424 -0.7869 1.8021  -0.29
C12 4.2408 -0.1945 2.6745  -0.27
C13 3.7202 0.8690 3.6356  -0.28
C14 4.8367 1.4538 4.4892  -0.09
H17 4.6158 3.7502 0.6306  0.09
H18 5.2535 2.1602 1.0178  0.07
H19 3.5369 2.3649 0.6297  0.02
H20 5.9034 2.7928 -1.2580  0.12
H21 4.2286 3.0911 -1.7046  0.11
H22 5.3908 0.3887 -0.8807  0.12
H23 5.1732 0.9334 -2.5381  0.12
H24 3.3778 -0.5551 -1.9999  0.08
H25 2.7026 1.0765 -2.1822  0.03
H26 1.3264 1.2763 0.5023  0.00
H27 3.4844 -1.7263 1.3654  0.06
H28 2.2632 -0.9945 2.4220  0.04
H29 5.0452 0.2175 2.0645  0.10
H30 4.6837 -1.0063 3.2589  0.12
H31 2.9688 0.4206 4.2921  0.10
H32 3.2282 1.6637 3.0607  0.09
H33 5.3482 0.6646 5.0349  0.08
H34 4.4441 2.1646 5.2115  0.08
H35 5.5709 1.9632 3.8711  0.08
C15 -5.5221 2.8943 0.6993  -0.04
C16 -4.2703 3.2765 -0.0613  -0.27
O1 -3.2666 2.2822 0.1851  -0.32
P3 -1.9505 2.2419 -0.7334  0.46
O2 -1.1772 1.0468 -0.2208  -0.67
Te1 -2.7314 1.0634 -3.2097  1.07
O3 -1.1562 3.5663 -0.2333  -0.24
C17 -0.6824 4.5976 -1.0902  -0.25
C18 -1.7287 5.0417 -2.0951  -0.06
H36 -6.3277 3.5739 0.4356  0.10
H37 -5.3534 2.9493 1.7713  0.08
H38 -5.8208 1.8823 0.4387  0.08
H39 -3.8931 4.2467 0.2689  0.12
H40 -4.4698 3.3197 -1.1421  0.11
H41 0.2306 4.2563 -1.5953  0.12
H42 -0.4183 5.4209 -0.4174  0.14
H43 -1.9723 4.2280 -2.7831  0.04
H44 -1.3588 5.8840 -2.6728  0.10
H45 -2.6434 5.3444 -1.5912  0.08
C19 0.5290 -3.4153 -3.0246  -0.04
C20 -0.1557 -4.1492 -1.8815  -0.60
C21 0.5679 -5.4618 -1.6206  -0.01
C22 -1.6315 -4.3801 -2.2110  0.00
O4 -0.1634 -3.3049 -0.6963  -0.17
P4 1.1225 -2.6671 -0.0169  0.29
O5 2.4446 -3.1905 -0.3393  -0.20
O6 0.9573 -1.1185 -0.3070  -0.60
O7 0.7050 -2.6923 1.5445  -0.30
C23 0.9421 -3.7908 2.4976  -0.57
C24 2.4200 -3.8550 2.8711  -0.01
C25 0.5293 -5.1173 1.8774  -0.01
C26 0.0809 -3.4381 3.7106  -0.01
H46 0.5244 -4.0291 -3.9217  0.11
H47 1.5571 -3.1887 -2.7524  0.09
H48 -0.0064 -2.4849 -3.2210  -0.01
H49 0.6082 -6.0367 -2.5420  0.11
H50 0.0643 -6.0540 -0.8651  0.09
H51 1.5842 -5.2546 -1.2999  0.08
H52 -1.7077 -4.9816 -3.1110  0.10
H53 -2.1362 -3.4276 -2.3726  0.06
H54 -2.1377 -4.9052 -1.4067  0.08
H55 3.0216 -3.9535 1.9698  0.09
H56 2.5901 -4.7325 3.4902  0.11
H57 2.7347 -2.9814 3.4360  0.08
H58 1.2249 -5.3739 1.0864  0.08
H59 -0.4763 -5.0597 1.4689  0.08
H60 0.5563 -5.9080 2.6247  0.11
H61 0.1673 -2.3714 3.9229  0.06
H62 0.4159 -3.9936 4.5809  0.11
H63 -0.9618 -3.6808 3.5286  0.06
C27 -6.0422 -0.6710 -2.6600  -0.18
Si1 -5.3903 -0.6950 -4.4574  0.48
C28 -5.8858 -2.2812 -5.3965  -0.15
C29 -5.7855 0.9168 -5.3702  -0.17
C30 -3.4663 -0.7316 -4.2776  -0.53
Te2 -0.3010 0.0997 -2.6375  1.21
C31 0.1304 -0.3391 -4.6796  -0.59
Si2 0.3757 1.2497 -5.8254  0.50
C32 1.9149 0.8135 -6.8416  -0.16
C33 -1.2432 1.4583 -6.8069  -0.16
C34 0.6336 2.7470 -4.6746  -0.21
H64 -7.1012 -0.4376 -2.6261  0.04
H65 -5.5154 0.0985 -2.0926  -0.01
H66 -5.9095 -1.6238 -2.1560  0.03
H67 -6.9665 -2.3731 -5.4024  0.04
H68 -5.4794 -3.1802 -4.9458  0.03
H69 -5.5580 -2.2424 -6.4298  0.04
H70 -6.8525 1.1055 -5.4024  0.04
H71 -5.4385 0.9026 -6.3992  0.04
H72 -5.3161 1.7640 -4.8735  0.00
H73 -2.9879 -0.7144 -5.2526  0.01
H74 -3.1048 -1.6049 -3.7375  -0.01
H75 -0.6390 -0.9554 -5.1389  0.00
H76 1.0571 -0.9014 -4.6986  0.01
H77 1.7971 -0.1327 -7.3607  0.04
H78 2.8098 0.7466 -6.2293  0.04
H79 2.0894 1.5754 -7.5939  0.04
H80 -1.4083 0.6262 -7.4875  0.04
H81 -1.1937 2.3590 -7.4146  0.04
H82 -2.1261 1.5535 -6.1692  -0.01
H83 1.3927 2.5529 -3.9177  0.01
H84 -0.2881 3.0323 -4.1695  -0.02
H85 0.9631 3.6100 -5.2451  0.04

Calculated values
LUMO level (alpha / beta)	-10.6 / -10.6	eV
net charge	+3
relative energy (zero: lowest compared OMol25 entry of this formula, charge and spin)	4.170	eV
orbital gap (alpha / beta)	4.72 / 4.73	eV

No. 3
Molecular formula: C34H86O17S9
Method: DFT, the ωB97M-V functional and the def2-TZVPD basis

Each line ends with the Löwdin charge.
CARTESIAN COORDINATES (ANGSTROEM)
O1 10.4358 19.8167 12.8318  0.07
C1 9.8586 20.0667 11.8034  -0.51
O2 9.6570 21.3540 11.4324  -0.02
C2 10.0621 22.3981 12.2833  -0.24
C3 11.3494 22.9332 11.7128  -0.06
C4 9.4504 19.0796 10.7685  0.03
H1 10.1445 22.1411 13.3253  0.09
H2 9.3005 23.1282 12.1893  0.11
H3 11.5322 24.0008 11.8821  0.08
H4 11.5834 22.7602 10.6342  0.10
H5 12.1833 22.4437 12.1871  0.06
H6 8.8649 18.2700 11.2065  0.05
H7 10.3619 18.5581 10.2976  0.11
H8 8.9079 19.5524 9.9546  0.09
O3 10.7321 16.3808 17.6572  0.05
C5 10.1117 16.5948 16.6374  -0.51
O4 8.9497 15.9639 16.2552  -0.05
C6 8.6857 14.6940 16.9226  -0.18
C7 9.6477 13.6626 16.3484  -0.04
C8 10.4621 17.7328 15.7252  0.02
H9 7.6314 14.5110 16.6938  0.12
H10 8.8122 14.8502 17.9694  0.07
H11 10.6637 14.0891 16.3164  0.06
H12 9.3230 13.5006 15.3541  0.05
H13 9.7585 12.7745 16.9567  0.07
H14 9.7086 17.9327 14.9281  0.05
H15 11.4698 17.4920 15.2911  0.08
H16 10.4846 18.6408 16.3277  0.09
O5 6.8727 13.0927 14.1408  0.02
C9 6.4874 12.0186 14.6406  -0.51
O6 6.6673 10.9026 13.9582  0.01
C10 7.1197 11.1087 12.6256  -0.24
C11 7.3790 9.7566 12.0612  -0.07
C12 5.9323 11.9753 16.0003  0.02
H17 7.9748 11.7278 12.6273  0.08
H18 6.2631 11.5316 12.0493  0.15
H19 8.3035 9.2866 12.5197  0.10
H20 7.4214 9.7341 11.0048  0.06
H21 6.5481 9.1257 12.3583  0.08
H22 6.7524 11.8087 16.6982  0.05
H23 5.1136 11.2755 16.2545  0.10
H24 5.6247 12.9950 16.2775  0.10
O7 9.7383 23.8905 16.6628  0.10
C13 10.1450 23.0529 17.4058  -0.50
O8 11.2046 22.1905 17.0503  -0.06
C14 11.9353 22.6163 15.8876  -0.25
C15 12.6141 21.4024 15.4259  -0.08
C16 9.5841 22.7630 18.8014  0.02
H25 12.6176 23.4484 16.1141  0.14
H26 11.1926 22.9356 15.1454  0.11
H27 13.2699 20.9200 16.1449  0.08
H28 13.1596 21.6186 14.5391  0.07
H29 11.8328 20.6958 15.1473  0.07
H30 10.3457 22.2573 19.4082  0.07
H31 8.6599 22.1303 18.6634  0.08
H32 9.3607 23.7171 19.2424  0.08
C17 13.0727 14.9651 8.8076  -0.25
S1 11.7243 15.8375 7.9920  0.82
O9 10.8872 16.1954 9.1638  -0.56
C18 11.0563 14.3776 7.2479  -0.28
H33 13.6960 15.6087 9.3654  0.04
H34 13.5969 14.2466 8.2108  0.04
H35 12.5079 14.3788 9.5494  0.04
H36 11.8754 13.8131 6.8160  0.05
H37 10.3825 14.7208 6.4510  0.05
H38 10.4939 13.8569 8.0442  0.07
C19 6.5823 17.9077 18.3050  -0.23
S2 6.7158 16.6933 19.6707  0.84
O10 6.7062 15.3373 19.0370  -0.55
C20 8.4029 16.8622 20.0179  -0.30
H39 7.2097 17.4962 17.5308  0.01
H40 6.9107 18.9326 18.5489  0.06
H41 5.5613 17.8795 17.9351  0.06
H42 8.6474 17.6287 20.7227  0.05
H43 9.0245 17.0798 19.1358  0.05
H44 8.7864 15.9262 20.4341  0.06
C21 7.4190 21.7606 14.5006  -0.25
S3 8.2173 20.6457 15.6279  0.81
O11 7.5529 20.9503 16.9402  -0.54
C22 7.4786 19.1645 14.9739  -0.25
H45 7.7604 22.7750 14.5944  0.05
H46 6.4352 21.7693 14.9242  0.05
H47 7.4678 21.3404 13.4736  0.07
H48 6.4064 19.2058 14.8609  0.08
H49 7.6838 18.4825 15.8036  0.02
H50 8.0726 18.8182 14.0861  0.05
C23 13.7719 16.4244 13.3984  -0.24
S4 13.5958 15.4924 14.9147  0.74
O12 14.5175 14.4167 14.8047  -0.51
C24 14.4350 16.6787 15.9062  -0.25
H51 14.8307 16.7015 13.3040  0.07
H52 13.1250 17.2675 13.3935  0.04
H53 13.4885 15.6912 12.6289  0.03
H54 15.4461 16.7446 15.5213  0.06
H55 14.5009 16.2768 16.9038  0.04
H56 13.9517 17.6510 15.9207  0.05
C25 12.2674 11.1011 11.8635  -0.27
S5 13.2530 12.2945 12.7585  0.86
O13 12.8734 13.5707 12.0207  -0.58
C26 12.2814 12.2053 14.2688  -0.25
H57 11.1925 11.2932 11.9184  0.06
H58 12.5650 10.1056 12.2066  0.06
H59 12.6583 11.1975 10.8630  0.04
H60 12.7091 12.8311 15.0221  0.00
H61 12.2862 11.1645 14.6206  0.07
H62 11.2424 12.4674 13.9992  0.06
C27 8.6554 7.9662 17.1938  -0.28
S6 9.1235 9.6466 16.8987  0.78
O14 8.0772 10.5216 17.4927  -0.55
C28 10.4803 9.7891 18.0719  -0.25
H63 8.4936 7.8290 18.2636  0.06
H64 9.5193 7.3742 16.8558  0.06
H65 7.7074 7.7653 16.7172  0.05
H66 9.9711 9.4034 18.9679  0.06
H67 10.7233 10.8340 18.1639  0.00
H68 11.3711 9.1522 17.8238  0.08
C29 14.2828 13.8921 19.3885  -0.21
S7 12.6026 13.7672 18.5830  0.82
O15 12.3544 12.2801 18.6426  -0.57
C30 11.6340 14.5019 19.9456  -0.24
H69 14.1244 13.2616 20.2345  0.03
H70 14.5749 14.9233 19.6983  0.05
H71 14.8807 13.4532 18.5853  0.04
H72 10.6134 14.2512 19.7702  0.03
H73 11.7208 15.5642 19.9630  0.00
H74 11.9595 14.0727 20.8869  0.06
C31 10.2995 16.2486 12.8636  -0.23
S8 8.5321 15.7197 13.0329  0.85
O16 7.7504 16.8776 12.5312  -0.56
C32 8.5861 14.4000 11.6933  -0.21
H75 10.6213 16.0565 11.8594  0.03
H76 11.0417 15.8301 13.5453  0.02
H77 10.2559 17.3329 13.1324  0.03
H78 9.3057 13.6988 12.1575  0.04
H79 8.7913 14.8556 10.7402  0.03
H80 7.5587 14.0200 11.6377  0.04
C33 12.8463 18.7446 19.4628  -0.29
S9 12.8571 17.9796 21.0581  0.79
O17 13.9007 16.9250 21.1732  -0.54
C34 13.5674 19.4092 21.8286  -0.26
H81 13.8089 19.1445 19.2176  0.04
H82 12.0635 19.5649 19.3977  0.08
H83 12.5521 18.0148 18.6442  0.05
H84 12.8009 20.1402 21.8691  0.04
H85 14.4004 19.7273 21.2386  0.05
H86 13.8280 19.0088 22.8198  0.06

Calculated values
LUMO level	0.3	eV
net charge	0
orbital gap	8.63	eV

Question: Which of these has the highest net charge?
Answer: C34H85GeO7P4PtSi2Te2

Question: Look up the net charge of the third one.
Answer: 0